i | The following is a quantum chemistry calculation of the molecule C2H2INO2S, from the Open Molecules 2025 dataset.

Summary:
* HOMO-LUMO gap: 8.79 eV
* molecular weight: 231.01 g/mol
* SMILES: N#CCS(=O)(=O)I
* highest occupied orbital energy: -10.5 eV

Positions of all 9 atoms, in Å:
N1 0.995 2.735 -0.013
C1 0.527 1.738 -0.257
C2 0.037 0.322 -0.368
S1 1.081 -0.474 -1.637
O1 2.454 -0.125 -1.491
O2 0.464 -0.394 -2.934
I1 1.050 -2.928 -1.064
H1 -0.929 0.132 -0.829
H2 0.193 -0.051 0.609

ii | The following is a quantum chemistry calculation of the molecule C2H2INO2S, from the Open Molecules 2025 dataset.

Summary:
* HOMO-LUMO gap: 9.05 eV
* molecular weight: 231.01 g/mol
* highest occupied orbital energy: -10.0 eV

Positions of all 9 atoms, in Å:
C1 0.628 1.363 0.370
C2 -0.381 0.528 0.851
N1 1.468 2.056 -0.011
O1 -0.957 0.337 -1.834
O2 -2.044 -1.168 -0.227
S1 -1.110 -0.148 -0.499
I1 1.248 -1.951 -0.725
H1 -0.524 -0.116 1.687
H2 1.671 -0.901 0.388

The least stable of them is ii.

i | The following is a quantum chemistry calculation of the ion C3H7NOS with charge -2, from the Open Molecules 2025 dataset.

Summary:
* HOMO-LUMO gap: 5.63 eV
* charge: -2
* molecular weight: 105.16 g/mol
* SMILES: [O-]CNCC[S-]
* highest occupied orbital energy: 0.5 eV

Positions of all 13 atoms, in Å:
O1 2.791 -1.025 -0.077
C1 1.523 -0.723 -0.438
N1 0.677 -0.394 0.730
C2 -0.362 0.612 0.538
C3 -1.605 0.126 -0.212
S1 -2.920 1.381 -0.378
H1 1.459 0.151 -1.140
H2 1.048 -1.565 -0.986
H3 1.327 -0.060 1.431
H4 -0.007 1.484 -0.057
H5 -0.677 1.010 1.506
H6 -1.980 -0.776 0.286
H7 -1.275 -0.220 -1.202

ii | The following is a quantum chemistry calculation of the ion C3H7NOS with charge -2, from the Open Molecules 2025 dataset.

Summary:
* HOMO-LUMO gap: 5.57 eV
* charge: -2
* molecular weight: 105.16 g/mol
* SMILES: [O-]CNCC[S-]
* highest occupied orbital energy: 0.6 eV

Positions of all 13 atoms, in Å:
O1 0.154 1.068 -3.113
C1 0.408 0.292 -2.094
N1 0.804 1.111 -0.786
C2 0.002 0.869 0.416
C3 0.204 -0.583 0.984
S1 -0.879 -1.240 2.284
H1 -0.521 -0.219 -1.664
H2 1.085 -0.614 -2.236
H3 1.781 0.985 -0.539
H4 -1.083 0.963 0.389
H5 0.354 1.602 1.149
H6 1.235 -0.745 1.337
H7 0.280 -1.262 0.093

The least stable of them is ii.